1.
{"formula": "C7H14N2O", "method": "ωB97M-V/def2-TZVPD", "elements": ["C", "C", "C", "C", "C", "C", "C", "N", "N", "O", "H", "H", "H", "H", "H", "H", "H", "H", "H", "H", "H", "H", "H", "H"], "xyz": [[1.531814, -2.149228, 0.623308], [-2.107553, 0.957655, 0.368706], [1.793366, 1.148885, 0.261457], [0.849092, -1.854822, -2.453419], [0.516345, -2.060261, 1.492447], [-0.668203, 1.175731, 0.918426], [0.282524, 0.860576, -0.169042], [2.301560, -2.184087, -0.232874], [0.029697, -0.427910, -0.856187], [1.056983, -0.756051, -1.629673], [-2.720325, 0.891675, 1.238767], [-2.627175, 1.796030, -0.153250], [-2.092828, 0.128403, -0.239231], [2.458377, 0.969555, -0.574620], [1.834989, 2.198137, 0.467106], [2.074461, 0.591643, 1.137165], [0.128735, -1.519613, -3.136154], [0.518982, -2.672884, -1.701001], [1.759532, -2.038913, -2.984000], [-0.495624, -2.326405, 1.063713], [0.786703, -1.725492, 2.503690], [-0.711606, 2.152473, 1.347518], [-0.709699, 0.469736, 1.671614], [0.236450, 1.452016, -1.062006]], "forces_ev_per_a": [[0.4, -0.3, -0.2], [-0.4, 2.9, 0.9], [-1.5, -0.6, -0.8], [-1.0, -1.5, 2.1], [-1.9, 0.0, 0.7], [-3.1, 0.3, -2.5], [3.8, -0.2, -0.9], [1.8, -0.7, -0.4], [-0.7, -0.8, 0.9], [1.0, 3.0, 0.8], [-0.8, -0.8, 0.6], [1.0, -0.3, -0.1], [-0.5, -2.0, -1.1], [0.2, -0.3, 0.1], [0.0, 0.7, 0.3], [0.2, -0.3, 0.3], [-1.5, -0.3, -1.2], [0.4, 0.7, -2.1], [0.6, -0.4, 0.1], [1.2, 0.4, 1.2], [-0.8, -0.2, -0.4], [1.0, 0.8, 0.1], [1.0, -1.5, 1.8], [-0.8, 1.5, -0.3]], "lowdin_charge": [-0.37, -0.10, -0.03, -0.09, 0.05, -0.20, -0.37, 0.20, 0.05, -0.26, 0.06, 0.09, 0.02, 0.07, 0.06, 0.06, 0.07, 0.11, 0.09, 0.10, 0.08, 0.11, 0.07, 0.13], "homo_ev": [-9.081, -8.153], "total_energy_ev": -12507.3182, "spin_multiplicity": 1, "relative_energy_ev": 6.6225, "total_charge": 0}

---

2.
{"formula": "C4H7NO2", "method": "ωB97M-V/def2-TZVPD", "elements": ["C", "C", "C", "C", "H", "H", "H", "H", "H", "H", "H", "N", "O", "O"], "xyz": [[-0.373785, -2.125009, -0.502333], [0.272022, 0.029974, 0.214086], [-0.113486, 1.378195, 0.099807], [1.407183, -0.110323, 0.994682], [-1.702635, -2.088362, -0.274967], [0.383251, -2.515664, 0.518950], [-0.047321, -2.898243, -1.557235], [0.356520, 2.173262, 0.688776], [-1.519274, 1.936351, -1.433597], [-1.224162, 3.094399, -0.190702], [1.682030, 0.636171, 1.724068], [-1.385875, 2.121815, -0.281276], [0.001361, -0.721840, -0.742341], [2.264171, -0.910726, 0.742082]], "forces_ev_per_a": [[0.0, -1.6, 0.8], [-2.0, 7.8, 1.1], [-2.4, 1.4, 2.4], [3.2, 0.2, 0.8], [4.4, -0.6, -0.6], [-2.8, 0.9, -3.2], [-1.2, 2.9, 3.5], [0.6, -1.1, 0.4], [0.0, 0.7, 4.0], [0.4, 1.0, 0.0], [-0.6, 0.7, 0.7], [1.7, -4.3, -5.1], [-2.2, -6.1, -4.8], [0.9, -1.9, 0.0]], "lowdin_charge": [-0.07, -0.44, -0.03, -0.28, 0.16, 0.15, 0.16, 0.10, 0.16, 0.02, 0.12, 0.01, -0.13, 0.07], "homo_ev": -8.434, "total_energy_ev": -9840.7637, "spin_multiplicity": 1, "relative_energy_ev": 6.5159, "total_charge": 0}

---

3.
{"formula": "C4H4N2O", "method": "ωB97M-V/def2-TZVPD", "elements": ["C", "C", "N", "C", "O", "C", "N", "H", "H", "H", "H"], "xyz": [[0.630146, 1.115721, -1.729758], [0.218291, 1.758011, -0.662642], [0.129505, 1.132246, 0.653861], [-0.313020, -0.136563, 0.770339], [-0.984118, -0.622663, 1.756993], [0.295042, -1.329149, -0.206626], [0.108023, -2.569110, -0.604841], [0.794413, 0.159163, -1.564605], [1.086107, 1.689301, -2.477386], [-0.093381, 2.848110, -0.632529], [-0.559641, 1.894664, 1.247569]], "forces_ev_per_a": [[-0.3, 3.8, 0.8], [-0.3, 1.4, 0.9], [-3.9, 3.9, 0.4], [-1.4, -4.8, 4.2], [2.9, 2.5, -4.7], [-3.6, -9.3, -1.6], [2.1, 11.4, 3.3], [1.2, -4.3, -0.3], [-0.2, 0.3, -1.6], [0.9, -1.4, 0.0], [2.6, -3.5, -1.5]], "lowdin_charge": [0.03, -0.17, 0.04, -0.41, 0.03, -0.04, 0.12, -0.03, 0.06, 0.13, 0.24], "homo_ev": -10.189, "total_energy_ev": -9235.7574, "spin_multiplicity": 1, "smiles": "C=CNC(=O)C#N", "relative_energy_ev": 4.7305, "total_charge": 0}

---

4.
{"formula": "C6H10O", "method": "ωB97M-V/def2-TZVPD", "elements": ["C", "C", "C", "C", "C", "H", "H", "H", "H", "H", "H", "H", "H", "C", "O", "H", "H"], "xyz": [[0.846100, 0.092096, -1.211461], [0.269204, -0.907145, -0.539987], [-1.045613, -0.837011, 0.127981], [-1.432102, 0.375050, 0.948048], [-2.050824, 0.162692, -0.390240], [1.752909, -0.061663, -1.782506], [0.417603, 1.091397, -1.244923], [0.804365, -1.850750, -0.425903], [-1.433209, -1.790392, 0.476829], [-0.661711, 1.127801, 1.079078], [-2.040046, 0.187257, 1.827612], [-3.086594, -0.152990, -0.451281], [-1.720735, 0.782287, -1.221003], [2.326602, 0.440602, 0.690291], [1.581762, 0.411849, 1.639662], [2.827049, -0.455461, 0.273572], [2.645241, 1.384379, 0.204235]], "forces_ev_per_a": [[-0.5, -0.3, -0.5], [0.0, 0.1, -0.4], [0.1, -0.2, 0.0], [0.0, 0.1, 0.2], [-0.2, 0.0, -0.1], [0.1, 0.0, 0.2], [-0.1, -0.2, -0.2], [-0.1, 0.1, -0.3], [0.1, 0.2, -0.1], [-0.2, -0.1, -0.1], [0.1, 0.1, -0.1], [0.1, 0.1, 0.1], [-0.1, -0.1, 0.2], [0.3, 0.0, 0.7], [0.7, 0.2, 0.0], [0.0, 0.0, 0.3], [-0.1, 0.0, 0.1]], "lowdin_charge": [-0.06, -0.15, -0.28, -0.11, -0.12, 0.07, 0.08, 0.12, 0.13, 0.09, 0.10, 0.10, 0.09, -0.21, -0.03, 0.09, 0.09], "homo_ev": -9.025, "total_energy_ev": -8428.7808, "spin_multiplicity": 1, "smiles": "C=CC1CC1.C=O", "relative_energy_ev": 2.4596, "total_charge": 0}